No. 1
Here is a structure of composition C41H66Cl2N7O5PZr from the OMol25 dataset. Energies are from ωB97M-V with the def2-TZVPD basis set.

Geometry as ORCA input:
```
! wB97M-V def2-TZVPD RIJCOSX def2/J DEFGRID3
* xyz 0 1
Zr 1.339 -1.309 -0.599
C -0.384 -0.878 -3.403
C 0.690 -1.910 -3.848
O 1.940 -1.618 -3.228
C 2.649 -0.625 -3.954
C 3.589 0.148 -3.046
O 2.903 0.462 -1.852
C 3.561 1.414 -1.033
C 2.485 2.369 -0.438
O 1.193 2.030 -0.888
C 0.876 2.371 -2.216
C -0.205 1.411 -2.698
O 0.313 0.095 -2.622
H -1.135 -1.368 -2.786
H -0.853 -0.400 -4.270
H 0.818 -1.896 -4.934
H 0.406 -2.910 -3.532
H 1.944 0.072 -4.414
H 3.234 -1.109 -4.743
H 3.884 1.069 -3.567
H 4.486 -0.428 -2.831
H 4.271 1.986 -1.637
H 4.106 0.895 -0.241
H 2.720 3.410 -0.685
H 2.443 2.263 0.646
H 1.747 2.277 -2.869
H 0.514 3.407 -2.264
H -0.451 1.660 -3.737
H -1.096 1.497 -2.080
O -0.125 -1.106 0.774
N -0.233 0.107 0.408
C 5.177 -2.891 -2.102
C 6.102 -2.360 -1.010
C 6.628 -0.949 -1.311
C 5.544 -2.399 0.411
C 6.506 -2.693 1.369
C 6.239 -2.755 2.724
C 4.932 -2.532 3.124
C 3.934 -2.218 2.221
C 2.550 -1.981 2.786
C 1.546 -3.010 2.242
C 2.120 -0.521 2.586
C 4.186 -2.087 0.804
N 3.232 -1.653 -0.045
H 5.609 -2.718 -3.093
H 4.200 -2.428 -2.031
H 5.045 -3.967 -1.979
H 6.978 -3.017 -1.012
H 5.839 -0.205 -1.198
H 7.040 -0.884 -2.323
H 7.420 -0.694 -0.604
H 7.520 -2.889 1.032
H 7.019 -2.981 3.439
H 4.684 -2.596 4.179
H 2.605 -2.140 3.867
H 1.557 -3.027 1.146
H 0.530 -2.780 2.570
H 1.813 -4.005 2.596
H 2.149 -0.261 1.522
H 2.801 0.140 3.126
H 1.105 -0.365 2.960
N -1.486 0.434 0.197
P -2.409 1.588 0.718
N -3.893 1.274 0.038
C -5.062 2.104 0.335
C -6.153 1.821 -0.691
C -6.684 0.389 -0.516
C -5.573 -0.534 0.010
C -4.213 -0.070 -0.492
N -2.387 1.690 2.381
C -3.278 2.576 3.131
C -4.235 1.758 3.992
C -3.450 0.986 5.070
C -2.018 0.693 4.593
C -1.995 0.451 3.091
N -2.228 3.221 0.334
C -1.182 4.007 0.986
C -1.664 5.443 1.184
C -2.088 6.062 -0.149
C -3.117 5.170 -0.846
C -2.562 3.753 -0.982
H -4.772 3.155 0.308
H -5.466 1.899 1.335
H -5.734 1.953 -1.691
H -6.958 2.549 -0.577
H -7.054 0.019 -1.474
H -7.525 0.388 0.180
H -5.737 -1.561 -0.313
H -5.565 -0.534 1.104
H -4.217 -0.046 -1.588
H -3.432 -0.756 -0.192
H -3.816 3.217 2.435
H -2.683 3.228 3.782
H -4.771 1.056 3.349
H -4.977 2.414 4.449
H -3.964 0.049 5.291
H -3.414 1.562 5.996
H -1.618 -0.187 5.097
H -1.359 1.533 4.822
H -2.668 -0.383 2.849
H -0.994 0.170 2.768
H -0.266 4.009 0.379
H -0.941 3.547 1.942
H -0.865 6.032 1.638
H -2.515 5.440 1.870
H -1.210 6.168 -0.794
H -2.503 7.058 0.016
H -3.348 5.559 -1.840
H -4.044 5.154 -0.266
H -1.668 3.817 -1.617
H -3.277 3.091 -1.469
Cl 2.232 -4.126 -1.466
C 0.650 -4.834 -1.410
C 0.434 -6.159 -1.700
C -0.852 -6.678 -1.597
C -1.881 -5.852 -1.165
C -1.650 -4.517 -0.911
Cl -2.954 -3.541 -0.318
C -0.382 -3.886 -1.091
N -0.136 -2.588 -1.087
H 1.263 -6.791 -1.990
H -1.045 -7.716 -1.827
H -2.878 -6.248 -1.020
*
```

Calculated values
E_tot: -99867.18253 eV
Orbital gap (alpha / beta): 4.74 / 4.75 eV
Relative energy (zero: lowest compared OMol25 entry of this formula, charge and spin): 408.1 kJ/mol

These are the Löwdin partial charges, in e, on atoms 1 to 4: Zr 1.626; C -0.155; C -0.154; O -0.235



No. 2
Here is a cluster of 2 separate species, CH7N3 in total from the OMol25 dataset. Energies are from ωB97M-V with the def2-TZVPD basis set.

Geometry as ORCA input:
```
! wB97M-V def2-TZVPD RIJCOSX def2/J DEFGRID3
* xyz 0 1
H -0.157 1.517 1.074
N 0.618 2.189 0.716
N 1.714 1.607 0.591
H 1.612 0.606 0.435
C -0.940 -0.614 -0.746
N 0.120 -0.889 0.234
H -0.482 -0.348 -1.709
H -1.587 -1.456 -0.988
H -1.487 0.314 -0.467
H -0.177 -1.327 1.079
H 0.766 -1.598 -0.220
*
```

Calculated values
E_tot: -5618.45989 eV
Orbital gap: 9.53 eV
SMILES string: [H]/N=N\[H].CN
Relative energy (zero: lowest compared OMol25 entry of this formula, charge and spin): 236.0 kJ/mol

These are the Löwdin partial charges, in e, on atoms 1 to 4: H 0.044; N -0.049; N -0.051; H -0.007



No. 3
Here is a structure of composition C24H33LuNO2P2 from the OMol25 dataset. Energies are from ωB97M-V with the def2-TZVPD basis set.

Geometry as ORCA input:
```
! wB97M-V def2-TZVPD RIJCOSX def2/J DEFGRID3
* xyz 1 1
C -0.947 3.344 -0.897
C -0.913 1.959 -1.035
C 0.369 1.335 -1.053
C 1.507 2.098 -1.312
C 1.460 3.474 -1.072
C 0.230 4.099 -0.865
C 2.753 1.466 -1.861
C 2.643 -0.031 -2.055
C 1.469 -0.709 -1.725
C 1.255 -2.039 -2.175
C 2.291 -2.700 -2.828
C 3.535 -2.080 -2.992
C 3.710 -0.754 -2.588
H -1.913 3.848 -0.846
H 2.396 4.043 -1.097
H 0.192 5.178 -0.719
H 2.930 1.911 -2.862
H 2.135 -3.726 -3.189
H 4.347 -2.621 -3.464
H 4.673 -0.262 -2.714
N 0.486 -0.079 -0.911
Lu -0.275 -0.770 0.732
C -2.190 1.168 -1.319
H -2.072 0.593 -2.260
H -3.012 1.889 -1.449
C -0.099 -2.704 -2.033
H -0.887 -1.998 -2.348
H -0.126 -3.592 -2.680
P -2.737 -0.028 -0.016
P -0.557 -3.319 -0.317
C 0.653 -4.660 -0.104
H 0.666 -4.917 0.964
H 0.357 -5.542 -0.688
H 1.654 -4.330 -0.409
C -2.111 -4.229 -0.624
H -1.905 -5.161 -1.170
H -2.540 -4.476 0.358
H -2.830 -3.615 -1.186
C -3.376 1.133 1.234
H -4.126 0.612 1.845
H -2.562 1.461 1.895
H -3.835 2.015 0.767
C -4.203 -0.846 -0.698
H -4.085 -1.929 -0.557
H -5.102 -0.519 -0.160
H -4.317 -0.638 -1.769
C 3.385 0.801 1.192
O 3.049 -0.263 0.907
H 3.580 1.769 -1.366
C 1.512 1.022 3.994
C 0.278 1.486 3.222
C -0.871 1.528 4.218
C 0.496 2.852 2.589
O -0.012 0.547 2.179
H 1.725 1.716 4.820
H 2.392 0.944 3.349
H 1.305 0.046 4.447
H -0.614 2.181 5.064
H -1.796 1.900 3.767
H -1.057 0.521 4.608
H 1.285 2.816 1.835
H -0.417 3.183 2.082
H 0.770 3.602 3.345
*
```

Calculated values
E_tot: -83203.52452 eV
Orbital gap: 7.40 eV

These are the Löwdin partial charges, in e, on atoms 1 to 4: C -0.053; C -0.220; C -0.206; C -0.160